ORCA calculation (ωB97M-V with the def2-TZVPD basis set) on a cluster of 8 separate species, ClH14O11 in total at a distorted geometry.

Geometry (Å):
Cl1 0.217 -0.335 -0.101
O1 -0.706 0.772 -0.373
O2 1.555 0.306 -0.157
O3 -0.197 -0.996 1.142
O4 0.157 -1.295 -1.150
O5 -0.806 -3.463 -0.497
H1 -0.352 -2.621 -0.455
H2 -0.208 -4.080 -0.077
O6 -1.851 1.709 1.566
H3 -1.446 0.886 1.293
H4 -2.535 1.868 0.915
O7 2.315 -0.452 2.113
H5 1.773 -0.354 1.330
H6 2.518 0.445 2.379
O8 1.651 2.664 -1.120
H7 1.258 2.931 -0.289
H8 1.551 1.713 -1.138
O9 2.345 -2.145 -1.399
H9 2.377 -3.067 -1.143
H10 1.531 -1.817 -1.017
O10 -1.208 3.287 -0.087
H11 -0.991 2.370 -0.254
H12 -2.164 3.301 -0.031
O11 -2.626 -0.678 -0.446
H13 -2.055 -0.736 -1.212
H14 -2.102 -0.215 0.208

Summary:
- HOMO energy: -7.2 eV
- LUMO: 3.22 eV
- Kohn-Sham gap: 10.38 eV
- Charge: -1

---

ORCA calculation (ωB97M-V with the def2-TZVPD basis set) on a structure of composition C32H22Cl5I2MnN2P.

Geometry (Å):
Mn1 -0.174 -0.471 0.103
Cl1 0.569 1.329 3.522
C1 1.747 0.721 2.426
C2 1.392 0.084 1.248
C3 2.408 -0.429 0.497
Cl2 1.807 -1.326 -0.926
C4 3.759 -0.324 0.744
Cl3 4.885 -1.007 -0.335
C5 4.112 0.375 1.895
Cl4 5.757 0.587 2.270
C6 3.107 0.887 2.733
Cl5 3.563 1.718 4.151
I1 -1.986 1.069 1.166
C7 -2.305 -0.237 2.763
C8 -3.225 0.057 3.711
C9 -3.403 -0.886 4.757
C10 -2.665 -2.030 4.778
C11 -1.700 -2.315 3.775
C12 -0.927 -3.502 3.799
C13 0.000 -3.746 2.831
C14 0.209 -2.807 1.792
C15 -0.525 -1.657 1.735
C16 -1.499 -1.389 2.723
H1 -3.809 0.967 3.691
H2 -4.131 -0.684 5.530
H3 -2.804 -2.748 5.576
H4 -1.081 -4.209 4.604
H5 0.593 -4.651 2.855
H6 0.979 -3.027 1.061
C17 -1.413 2.501 -1.849
P1 -0.150 1.191 -1.807
C18 1.418 2.084 -1.841
C19 2.135 2.321 -3.011
C20 3.294 3.085 -2.965
C21 3.731 3.625 -1.764
C22 3.004 3.417 -0.598
C23 1.852 2.649 -0.637
C24 -0.368 0.262 -3.340
C25 -1.609 0.263 -3.978
C26 -1.815 -0.508 -5.114
C27 -0.786 -1.288 -5.621
C28 0.452 -1.302 -4.989
C29 0.659 -0.540 -3.850
H7 -2.427 2.116 -1.753
H8 -1.319 3.037 -2.794
H9 -1.209 3.200 -1.036
H10 1.795 1.931 -3.961
H11 3.850 3.267 -3.875
H12 4.632 4.224 -1.738
H13 3.330 3.858 0.335
H14 1.287 2.499 0.276
H15 -2.428 0.863 -3.603
H16 -2.779 -0.491 -5.606
H17 -0.943 -1.877 -6.515
H18 1.261 -1.899 -5.389
H19 1.635 -0.551 -3.384
I2 -5.058 -2.702 -3.015
C30 -3.179 -2.522 -2.230
C31 -2.061 -3.266 -2.532
N1 -1.046 -2.769 -1.808
N2 -1.439 -1.738 -1.037
C32 -2.741 -1.587 -1.292
H20 -1.922 -4.103 -3.197
H21 -0.102 -3.121 -1.765
H22 -3.313 -0.818 -0.800

Summary:
- HOMO energy (alpha / beta): -13.7 / -13.7 eV
- Multiplicity: 4
- LUMO (alpha / beta): -8.89 / -6.70 eV
- Kohn-Sham gap (alpha / beta): 4.79 / 7.00 eV
- Charge: +2

---

ORCA calculation (ωB97M-V with the def2-TZVPD basis set) on a cluster of 2 separate species, C4H6NO3S in total at a distorted geometry.

Geometry (Å):
C1 0.211 -1.060 0.386
C2 1.234 0.164 0.613
C3 0.025 1.043 0.079
C4 2.484 0.034 -0.178
N1 -0.664 -0.228 -0.187
O1 -3.765 -0.070 -1.418
O2 0.313 -2.250 0.802
O3 -4.845 0.866 0.583
S1 -3.748 0.068 0.043
H1 1.471 0.420 1.696
H2 0.246 1.525 -0.905
H3 3.298 0.836 0.030
H4 2.363 -0.126 -1.168
H5 2.991 -0.861 0.110
H6 -1.613 -0.362 -0.486

Summary:
- HOMO energy (alpha / beta): -5.2 / -1.7 eV
- LUMO (alpha / beta): 3.34 / 2.32 eV
- Kohn-Sham gap (alpha / beta): 8.56 / 4.03 eV
- Charge: -1

---

| no. | E (eV) |
| --- | --- |
| 1 | -35264.3313 |
| 2 | -155927.9295 |
| 3 | -22710.9511 |